This record from the OMol25 dataset describes a structure of composition C4H5CsO. The level of theory is wB97M-V/def2-TZVPD.

XYZ file:
```
11
Properties=species:S:1:pos:R:3:mulliken_spin:R:1
C -6.585 -0.407 0.315 -0.0001
C -5.935 0.404 1.153 0.0001
C -1.767 2.077 -1.089 0.0005
C -0.687 1.602 -0.736 0.0034
O 0.406 1.145 -0.360 -0.0101
Cs 4.003 -0.616 -0.582 1.0079
H -7.285 -0.013 -0.428 0.0000
H -6.301 -1.456 0.203 0.0000
H -5.231 0.013 1.891 0.0000
H -6.173 1.472 1.206 0.0000
H -2.619 2.564 -1.518 -0.0016
```

* charge: -1
* lowest unoccupied orbital energy (alpha / beta): 0.0799 / 0.1053 Eh
* multiplicity: 2
* <S²>: 0.750
* Kohn-Sham gap (alpha / beta): 3.195 / 5.797 eV
* energy: -6821.08168 eV
* energy relative to the best compared isomer or geometry (same formula, charge and spin): 0.0 kJ/mol


This record from the OMol25 dataset describes the molecule C5H12N2. The level of theory is wB97M-V/def2-TZVPD.

XYZ file:
```
19
Properties=species:S:1:pos:R:3:mulliken_charge:R:1
C -1.870 -1.115 0.757 -1.2905
C 0.397 1.894 0.255 -1.6514
C -1.007 -0.170 -0.036 0.6865
N -0.995 -0.097 -1.316 -0.6828
C 0.149 0.455 0.687 0.2623
H 0.812 -0.526 -1.624 0.2637
H -1.758 -0.591 -1.774 0.1779
H -0.003 0.402 1.769 0.3945
H -1.313 -2.029 0.996 0.2740
H -2.173 -0.652 1.698 0.3335
H -2.770 -1.389 0.204 0.3995
H 1.366 2.225 0.621 0.3903
H 0.370 1.972 -0.827 0.3524
H -0.377 2.540 0.665 0.4240
C 1.802 -0.456 -0.950 -0.7645
N 1.395 -0.370 0.422 -0.4177
H 1.218 -1.304 0.782 0.2772
H 2.505 -1.275 -1.076 0.3636
H 2.249 0.486 -1.254 0.2077
```

* lowest unoccupied orbital energy: 0.0348 Eh
* multiplicity: 1
* structure (SMILES): [H]/N=C(\C)[C@H](C)NC
* Kohn-Sham gap: 9.190 eV
* energy: -8358.84940 eV
* energy relative to the best compared isomer or geometry (same formula, charge and spin): 124.2 kJ/mol


This record from the OMol25 dataset describes a structure of composition C13H21NO4PPbS. The level of theory is wB97M-V/def2-TZVPD.

XYZ file:
```
42
Properties=species:S:1:pos:R:3:mulliken_charge:R:1
C 4.007 -1.114 1.597 -0.9005
C 4.455 0.333 1.263 -0.4182
C 3.535 1.019 0.252 0.5669
O 3.897 1.183 -0.886 -0.5656
O 2.340 1.412 0.745 -0.2683
C 1.418 1.815 -0.269 -0.6196
C -0.019 1.842 0.260 -1.1832
P -0.729 0.104 0.639 0.9215
S -1.264 -1.969 1.217 -0.1978
C -2.529 0.707 0.628 -0.9090
C -3.095 1.138 1.997 -0.8446
O -2.839 0.228 3.066 -0.3089
C -3.765 -0.753 3.172 0.1824
O -3.526 -1.785 3.732 -0.4456
C -0.748 -0.374 -1.229 -0.1218
C -0.179 -1.586 -1.696 -0.5241
C -0.178 -2.011 -2.989 -0.8849
C -0.825 -1.089 -3.888 0.5321
C -1.331 0.116 -3.342 -0.3511
N -1.318 0.497 -2.108 -0.1859
H 2.912 -1.185 1.575 0.1567
H 4.388 -1.360 2.596 0.3148
H 4.425 -1.833 0.881 0.2875
H 4.471 0.954 2.171 0.2900
H 5.472 0.334 0.861 0.3127
H 1.475 1.222 -1.195 0.2523
H 1.680 2.851 -0.544 0.5113
H 0.015 2.385 1.222 0.4535
H -0.654 2.444 -0.402 0.4990
H 0.668 -0.400 0.613 -0.3867
H -0.536 0.372 2.044 0.3558
H -2.215 -2.316 0.314 0.2034
H -2.668 1.565 -0.046 0.4369
H -3.130 -0.105 0.174 0.5973
H -2.775 2.163 2.214 0.3755
H -4.194 1.194 1.879 0.4100
H -4.771 -0.641 2.714 0.3579
H 0.295 -2.230 -0.953 0.4632
H 0.256 -2.958 -3.310 0.4279
H -0.952 -1.311 -4.961 0.0365
H -1.790 0.810 -4.057 0.3710
Pb 0.320 -1.668 -5.952 0.7995
```

* charge: +1
* lowest unoccupied orbital energy: -0.2755 Eh
* multiplicity: 1
* Kohn-Sham gap: 2.743 eV
* energy: -48856.77563 eV